#A
Computed, not measured: a structure of composition C41H41BrHgN4P2, with ωB97M-V with the def2-TZVPD basis set.

ORCA input file:
```
! RIJCOSX wB97M-V def2-TZVPD def2/J DEFGRID3
* xyz 1 2
Hg -0.461 -0.295 0.275
C 4.550 0.168 0.011
C 3.953 -1.234 -0.101
P 2.178 -1.331 0.437
C 1.893 -3.127 0.625
C 2.782 -4.013 1.237
C 2.476 -5.359 1.355
C 1.280 -5.850 0.846
C 0.404 -4.991 0.202
C 0.714 -3.644 0.090
C 2.292 -0.663 2.147
C 2.840 -1.347 3.230
C 2.915 -0.752 4.481
C 2.454 0.544 4.668
C 1.921 1.244 3.596
C 1.840 0.643 2.347
C 4.181 1.103 -1.142
P 2.329 1.287 -1.303
C 2.097 3.077 -1.596
C 2.487 3.948 -0.575
C 2.261 5.311 -0.677
C 1.620 5.826 -1.797
C 1.210 4.969 -2.806
C 1.447 3.603 -2.708
C 2.067 0.570 -2.975
C 1.174 -0.488 -3.129
C 0.986 -1.093 -4.365
C 1.690 -0.641 -5.469
C 2.586 0.412 -5.332
C 2.775 1.006 -4.095
H 5.638 0.076 0.053
H 4.252 0.607 0.966
H 4.501 -1.923 0.546
H 4.035 -1.628 -1.118
H 3.734 -3.666 1.620
H 3.177 -6.028 1.836
H 1.045 -6.902 0.936
H -0.520 -5.368 -0.219
H 0.024 -2.985 -0.424
H 3.198 -2.362 3.113
H 3.336 -1.302 5.312
H 2.515 1.007 5.644
H 1.571 2.259 3.729
H 1.457 1.207 1.502
H 4.581 0.723 -2.084
H 4.635 2.082 -0.976
H 2.974 3.556 0.312
H 2.584 5.972 0.117
H 1.444 6.891 -1.881
H 0.711 5.362 -3.682
H 1.117 2.946 -3.505
H 0.618 -0.835 -2.268
H 0.292 -1.919 -4.464
H 1.547 -1.108 -6.435
H 3.139 0.769 -6.191
H 3.477 1.828 -4.001
Br -7.415 -0.149 1.613
C -5.617 0.210 1.198
C -4.747 0.643 2.185
C -3.429 0.875 1.829
N -2.962 0.705 0.594
C -3.815 0.298 -0.344
C -5.153 0.037 -0.097
H -5.080 0.791 3.202
H -2.714 1.202 2.576
H -3.409 0.176 -1.342
H -5.808 -0.292 -0.889
N -1.105 4.021 -1.503
C -1.423 3.425 -2.697
C -1.012 2.133 -2.578
N -0.450 1.932 -1.340
C -0.526 3.085 -0.722
H -1.250 4.986 -1.261
H -1.884 3.964 -3.505
H -1.055 1.349 -3.317
H -0.165 3.298 0.271
C -2.949 -5.500 4.135
C -2.455 -4.254 3.465
C -3.257 -3.532 2.585
C -2.747 -2.406 1.964
N -1.508 -1.959 2.166
C -0.738 -2.643 3.013
C -1.165 -3.778 3.675
H -4.033 -5.493 4.237
H -2.506 -5.618 5.123
H -2.676 -6.376 3.545
H -4.274 -3.842 2.381
H -3.360 -1.843 1.265
H 0.267 -2.260 3.165
H -0.491 -4.287 4.353
*
```

## Properties
HOMO level (spin up / spin down): -9.06 / -9.88 eV
molar mass: 932.249 Da
LUMO (spin up / spin down): -0.065 / -0.131 hartree
<S²>: 0.756
frontier orbital gap (spin up / spin down): 0.2674 / 0.2318 hartree

#B
Computed, not measured: a structure of composition C41H41BrHgN4P2, with ωB97M-V with the def2-TZVPD basis set.

ORCA input file:
```
! RIJCOSX wB97M-V def2-TZVPD def2/J DEFGRID3
* xyz 1 2
Hg 0.028 0.340 0.981
C 0.860 -1.171 -3.430
C -0.396 -0.308 -3.193
P -1.085 -0.314 -1.472
C -2.668 0.572 -1.626
C -3.434 0.579 -2.795
C -4.635 1.268 -2.845
C -5.094 1.956 -1.729
C -4.344 1.956 -0.563
C -3.137 1.273 -0.515
C -1.506 -2.070 -1.256
C -2.720 -2.628 -1.654
C -2.960 -3.982 -1.468
C -1.991 -4.791 -0.887
C -0.786 -4.240 -0.475
C -0.549 -2.884 -0.653
C 2.190 -0.417 -3.343
P 2.319 0.582 -1.794
C 4.126 0.831 -1.608
C 4.952 -0.289 -1.480
C 6.297 -0.152 -1.173
C 6.839 1.112 -0.971
C 6.026 2.230 -1.084
C 4.680 2.092 -1.397
C 1.763 2.239 -2.365
C 0.897 2.982 -1.568
C 0.449 4.235 -1.972
C 0.875 4.764 -3.179
C 1.759 4.045 -3.975
C 2.199 2.796 -3.570
H 0.787 -1.613 -4.424
H 0.867 -2.012 -2.735
H -1.202 -0.672 -3.829
H -0.220 0.736 -3.466
H -3.106 0.048 -3.678
H -5.216 1.267 -3.758
H -6.032 2.494 -1.773
H -4.693 2.492 0.310
H -2.557 1.280 0.400
H -3.488 -2.003 -2.092
H -3.907 -4.406 -1.775
H -2.180 -5.847 -0.747
H -0.033 -4.862 -0.009
H 0.379 -2.449 -0.293
H 2.317 0.224 -4.216
H 3.012 -1.133 -3.356
H 4.543 -1.285 -1.613
H 6.924 -1.031 -1.093
H 7.890 1.223 -0.737
H 6.440 3.220 -0.933
H 4.060 2.976 -1.476
H 0.570 2.586 -0.614
H -0.230 4.793 -1.340
H 0.528 5.739 -3.498
H 2.108 4.462 -4.910
H 2.907 2.262 -4.192
Br 0.895 -4.006 6.647
C 0.805 -2.966 5.083
C 0.035 -3.385 4.012
C 0.008 -2.587 2.881
N 0.695 -1.449 2.769
C 1.418 -1.055 3.819
C 1.508 -1.778 4.997
H -0.535 -4.302 4.053
H -0.598 -2.871 2.029
H 1.946 -0.115 3.713
H 2.109 -1.419 5.821
N 4.609 1.088 2.010
C 4.203 2.353 2.359
C 2.865 2.385 2.112
N 2.456 1.173 1.597
C 3.531 0.419 1.555
H 5.557 0.753 1.980
H 4.884 3.093 2.741
H 2.175 3.200 2.260
H 3.575 -0.593 1.187
C -6.365 -0.560 4.077
C -5.000 -0.634 3.456
C -3.910 0.028 4.011
C -2.676 -0.047 3.387
N -2.458 -0.734 2.267
C -3.501 -1.374 1.736
C -4.771 -1.353 2.287
H -6.303 -0.374 5.148
H -6.923 -1.481 3.914
H -6.938 0.256 3.632
H -4.018 0.599 4.925
H -1.817 0.468 3.807
H -3.310 -1.932 0.824
H -5.575 -1.898 1.807
*
```

## Properties
HOMO level (spin up / spin down): -8.92 / -10.29 eV
molar mass: 932.249 Da
LUMO (spin up / spin down): -0.061 / -0.119 hartree
<S²>: 0.755
frontier orbital gap (spin up / spin down): 0.2664 / 0.2591 hartree

Name the most stable of them. #B.

#A
Computed, not measured: a structure of composition C7H13N2, with ωB97M-V with the def2-TZVPD basis set.

ORCA input file:
```
! RIJCOSX wB97M-V def2-TZVPD def2/J DEFGRID3
* xyz 1 1
C -3.228 0.087 0.846
C -2.177 0.574 0.223
C -0.920 -0.114 0.359
C 0.061 -0.013 -0.523
C 1.291 -0.867 -0.309
C 1.738 0.293 1.212
C -0.068 0.549 -1.879
N 2.332 1.407 0.905
N 1.151 -2.171 0.056
H -4.261 0.435 0.588
H -3.167 -0.662 1.563
H -2.267 1.351 -0.543
H -0.673 -0.451 1.354
H 2.110 -0.822 -1.120
H 1.227 0.198 2.071
H -0.025 -0.308 -2.644
H 0.663 1.358 -1.978
H -1.079 0.963 -2.090
H 2.310 2.195 1.531
H 2.896 1.552 0.055
H 0.285 -2.566 0.353
H 1.798 -2.989 -0.030
*
```

## Properties
HOMO level: -12.39 eV
molar mass: 125.195 Da
LUMO: -0.148 hartree
frontier orbital gap: 0.3074 hartree

#B
Computed, not measured: the ion C7H13N2 with charge +1, with ωB97M-V with the def2-TZVPD basis set.

ORCA input file:
```
! RIJCOSX wB97M-V def2-TZVPD def2/J DEFGRID3
* xyz 1 1
C 2.442 -0.109 -0.197
C 1.028 0.799 -0.059
C 1.213 1.260 1.297
C 1.895 2.547 1.578
C -1.640 -2.012 -0.119
C -0.959 -1.339 -2.343
C -0.822 -0.942 -0.921
N 1.733 -0.999 -0.770
N 0.486 -0.572 -0.473
H 3.482 0.163 -0.207
H 1.005 1.619 -0.875
H 0.975 0.725 2.220
H 1.012 3.137 1.975
H 2.291 3.143 0.774
H 2.459 2.494 2.446
H -1.902 -1.761 0.876
H -2.488 -1.922 -0.716
H -1.260 -2.974 -0.239
H -0.604 -2.371 -2.428
H -0.372 -0.683 -3.028
H -1.942 -1.341 -2.655
H -1.340 -0.021 -0.580
*
```

## Properties
HOMO level (spin up / spin down): -13.19 / -13.19 eV
molar mass: 125.195 Da
LUMO (spin up / spin down): -0.214 / -0.214 hartree
frontier orbital gap (spin up / spin down): 0.2709 / 0.2709 hartree

Name the most stable of them. #A.

#A
Computed, not measured: the ion C7H13N2 with charge +1, with ωB97M-V with the def2-TZVPD basis set.

ORCA input file:
```
! RIJCOSX wB97M-V def2-TZVPD def2/J DEFGRID3
* xyz 1 1
C -1.125 -1.995 -0.686
C 0.057 -1.186 -0.286
C 0.273 -0.779 1.088
C 1.615 -0.717 1.807
C -0.064 0.319 0.130
C 0.928 1.225 -0.661
N 0.052 2.344 -0.963
C -1.237 2.088 -0.847
N -1.508 1.011 -0.180
H -2.115 -1.464 -0.564
H -0.963 -2.780 0.125
H -1.062 -2.267 -1.723
H 0.909 -1.285 -0.874
H -0.520 -1.081 1.870
H 1.465 -0.262 2.821
H 2.398 -0.321 1.154
H 1.695 -1.853 2.042
H 1.824 1.604 -0.240
H 1.269 0.766 -1.587
H 0.413 3.101 -1.635
H -2.013 2.781 -1.185
H -2.290 0.749 0.395
*
```

## Properties
structure (SMILES): C[C@@H]1[C@@H](C)C12CNC=[NH+]2
HOMO level: -13.28 eV
molar mass: 125.195 Da
LUMO: -0.120 hartree
frontier orbital gap: 0.3683 hartree

#B
Computed, not measured: the ion C7H13N2 with charge +1, with ωB97M-V with the def2-TZVPD basis set.

ORCA input file:
```
! RIJCOSX wB97M-V def2-TZVPD def2/J DEFGRID3
* xyz 1 1
C 1.814 -0.906 -1.418
N 0.735 -0.906 -0.528
C 0.309 -1.921 0.289
C -0.605 -1.410 1.182
N -0.804 0.033 1.051
C -2.197 0.312 0.640
C 0.202 0.335 0.068
C -0.076 1.482 -0.830
C 1.070 1.546 0.223
H 1.940 -1.776 -1.954
H 1.912 -0.043 -2.056
H 2.694 -0.801 -0.796
H 0.448 -3.011 0.060
H -1.109 -1.918 1.879
H -0.710 0.492 1.913
H -2.381 0.146 -0.458
H -2.904 -0.395 1.154
H -2.541 1.320 0.994
H -0.834 2.216 -0.397
H 0.198 1.397 -1.887
H 2.068 1.462 0.006
H 0.770 2.345 0.866
*
```

## Properties
structure (SMILES): CN1C=C[N@H+](C)C12CC2
HOMO level: -12.16 eV
molar mass: 125.195 Da
LUMO: -0.105 hartree
frontier orbital gap: 0.3422 hartree

#C
Computed, not measured: the ion C7H13N2 with charge +1, with ωB97M-V with the def2-TZVPD basis set.

ORCA input file:
```
! RIJCOSX wB97M-V def2-TZVPD def2/J DEFGRID3
* xyz 1 1
C -3.828 -1.017 -0.104
C -2.870 -0.312 0.083
C 0.504 1.078 0.731
C 1.040 1.357 -0.674
C 1.117 -1.135 -0.826
C -1.642 0.424 0.104
C -0.615 -0.923 1.775
N -0.566 0.092 0.684
N 0.912 0.220 -1.616
H -4.686 -1.481 -0.352
H 1.384 0.825 1.334
H 0.175 2.030 1.092
H 0.587 2.143 -1.246
H 2.163 1.423 -0.734
H 2.117 -1.059 -0.522
H 0.898 -1.869 -1.522
H -1.900 1.347 -0.496
H 0.007 -1.729 1.575
H -0.322 -0.318 2.690
H -1.685 -1.300 1.839
H 0.026 0.196 -2.105
H 1.630 0.289 -2.437
*
```

## Properties
HOMO level (spin up / spin down): -10.89 / -10.89 eV
molar mass: 125.195 Da
LUMO (spin up / spin down): -0.166 / -0.166 hartree
frontier orbital gap (spin up / spin down): 0.2339 / 0.2339 hartree

Name the most stable of them. #A.

#A
Computed, not measured: a structure of composition C2H6N2S, with ωB97M-V with the def2-TZVPD basis set.

ORCA input file:
```
! RIJCOSX wB97M-V def2-TZVPD def2/J DEFGRID3
* xyz 0 1
C 0.981 -0.441 0.323
C -0.372 -0.380 -0.356
H 1.307 1.502 -0.322
H 2.580 0.253 -0.015
H 0.791 -0.504 1.520
H 1.052 -1.564 -0.242
H -0.502 -0.741 -1.296
H -3.462 1.412 0.572
N 1.726 0.432 -0.399
N -1.324 0.093 0.424
S -2.777 -0.062 -0.209
*
```

## Properties
HOMO level: -8.37 eV
molar mass: 90.151 Da
LUMO: 0.004 hartree
frontier orbital gap: 0.3113 hartree

#B
Computed, not measured: an isolated molecule of C2H6N2S, with ωB97M-V with the def2-TZVPD basis set.

ORCA input file:
```
! RIJCOSX wB97M-V def2-TZVPD def2/J DEFGRID3
* xyz 0 1
C -0.009 1.581 -0.022
C -0.222 0.149 -0.081
S -1.696 -0.462 0.061
N 0.953 -0.615 -0.249
N 2.238 -0.240 0.102
H 0.086 1.891 0.991
H 0.985 1.888 -0.564
H -0.860 2.087 -0.436
H 0.645 -1.524 -0.090
H 2.466 -0.458 1.107
H 2.859 -0.880 -0.337
*
```

## Properties
structure (SMILES): CC(=S)NN
HOMO level: -8.52 eV
molar mass: 90.151 Da
LUMO: 0.024 hartree
frontier orbital gap: 0.3371 hartree

Name the most stable of them. #B.